Record 1
Computed, not measured: C22H37F9InN2O3PS as an isolated structure, with wB97M-V/def2-TZVPD.

```
! wB97M-V def2-TZVPD RIJCOSX def2/J DEFGRID3
* xyz 0 1
In 2.5339 1.6251 -0.2411
S 2.7564 -4.6535 -4.1474
P 0.0403 1.3684 -0.5575
F 0.7331 -5.3398 -2.5642
F 3.3495 -4.5115 -5.7028
F 4.0716 -5.6840 -3.8331
F 1.1483 -4.0192 -0.3985
F 3.7434 -3.3886 -3.7132
F 2.7591 -6.0955 -1.8821
F 1.9366 -6.0456 -4.6705
F 1.4889 -3.6798 -4.5990
F 1.6457 -2.4732 -1.9905
O 3.6934 4.0069 -3.8443
O -0.6533 2.7200 -1.4287
O -2.7306 0.0505 4.1688
N -5.5710 1.1109 4.1564
N -0.2839 -0.0780 -1.5912
C 3.5966 -0.4092 -0.3204
C -6.2694 0.0420 3.3546
C -6.5413 2.2483 4.4054
C 1.4730 2.0226 2.7867
C 0.6962 3.0417 -4.3022
C 3.5113 -3.5071 -0.6090
C 2.1197 -3.6913 -1.4285
C -3.2913 0.6661 3.0172
C 2.8098 2.3382 1.9314
C 3.5198 3.1951 -1.5295
C 1.9520 2.2993 -3.7271
C -0.4751 2.3061 -4.9872
C 3.3158 -2.8484 0.8352
C -5.1566 0.5421 5.5015
C 2.1097 -4.9402 -2.4246
C -0.3951 0.7641 -5.1015
C 0.2441 2.7703 2.6448
C 0.8584 0.0406 -4.5633
C 3.0822 3.2017 -3.0636
C 2.0599 0.7394 -3.8611
C 2.8886 -1.2965 0.8289
C -4.3613 1.6857 3.4003
H -0.2576 -0.9330 -0.9979
H -7.4091 1.8551 4.9370
H -2.0237 -0.5416 3.8701
H -6.5367 0.4582 2.3817
H -0.7757 2.3187 2.9293
H -2.4859 1.1818 2.4843
H 1.7437 -1.1535 0.8659
H 4.3535 -2.8908 1.3485
H 3.4903 -0.8524 -1.3670
H 0.9070 -1.0908 -4.6601
H -5.6005 -0.8102 3.2367
H 4.6554 2.9661 -1.5131
H -3.6880 -0.1089 2.3556
H 4.7210 -0.2630 -0.1010
H -6.0585 0.3950 6.0994
H -4.6765 -0.4226 5.3530
H -1.1433 2.2823 -2.1739
H 3.3945 4.2458 -1.0746
H 4.0456 -4.5146 -0.4434
H 0.2290 3.8415 2.2553
H -1.2718 -0.0403 -1.9241
H -7.1650 -0.2663 3.8967
H 3.7443 1.8939 2.4159
H -3.9331 2.4521 4.0510
H 2.6177 -3.4388 1.5333
H -6.0369 3.0055 5.0073
H 1.4697 1.2075 3.5852
H -1.2164 0.1072 -5.5673
H -4.7537 2.1618 2.4964
H 4.2345 -2.8970 -1.2728
H 2.8553 3.4917 1.8599
H 3.2713 -0.8581 1.8311
H 2.9810 0.1755 -3.4747
H -1.3951 2.8289 -5.4028
H -6.8439 2.6614 3.4420
H -4.4922 1.2535 5.9922
H 0.6414 4.1745 -4.2045
*
```

Computed properties:
lowest unoccupied orbital energy = -0.038 hartree
HOMO energy = -5.10 eV

Record 2
Computed, not measured: C22H37FeO2Si as an isolated structure, with wB97M-V/def2-TZVPD.

```
! wB97M-V def2-TZVPD RIJCOSX def2/J DEFGRID3
* xyz -1 5
Fe -0.4469 -0.5303 2.8429
Si 0.8294 1.2782 3.6255
O 1.4539 0.5226 -1.6659
O 0.0708 -0.3396 -4.2108
C -2.1691 0.4358 3.8370
C 0.2114 -2.3433 1.9541
C 0.0329 0.9196 -4.9458
C -2.4325 -1.3746 2.4013
C 1.4015 -1.5409 2.1475
C 0.0393 -0.9978 -5.5106
C -1.2017 -1.8484 -5.6291
C 2.4615 1.4271 2.6925
C -2.4812 -0.1752 1.6162
C 1.2020 1.1767 5.4639
C -2.3320 -0.9983 3.7874
C -0.9996 0.3744 -1.6602
C 1.7227 -1.5822 3.5497
C -0.5375 1.8428 -1.8773
C -0.1575 -2.8687 3.2487
C 0.7908 -2.4397 4.2104
C 0.3238 -0.4005 -1.5179
C 1.3176 -1.7228 -5.8615
C 0.9124 1.8247 -1.3564
C -2.3336 0.9353 2.4913
C 0.0437 2.9522 3.3060
C -0.0360 0.3095 -6.3312
H 3.2597 0.8703 3.2041
H -0.3021 3.0274 2.2645
H 1.7222 2.0931 5.7882
H 1.2927 -2.0247 -6.9165
H 1.8352 0.3093 5.6948
H 2.5871 -1.1179 4.0034
H -0.8771 1.4919 -4.7309
H 2.3703 1.0921 1.6477
H 0.4145 -1.2171 -2.2419
H -1.2284 2.5612 -1.4115
H 1.5506 2.5744 -1.8580
H -1.3449 -2.1777 -6.6633
H 0.8047 0.5136 -6.9945
H -1.6712 0.0232 -2.4606
H 1.4327 -2.6208 -5.2489
H -2.5484 -2.3826 2.0101
H -2.0865 -1.2712 -5.3395
H 0.2650 1.0851 6.0316
H -0.9781 0.4368 -6.8645
H -1.5433 0.3446 -0.6991
H -2.6712 -0.1486 0.5446
H -0.7846 3.1415 4.0010
H -0.5434 2.1246 -2.9544
H -0.2195 -2.5799 0.9851
H 2.1716 -1.0440 -5.7540
H -2.3931 1.9833 2.1981
H 0.9409 1.4911 -4.7140
H -0.9733 -3.5609 3.4328
H -2.1277 1.0335 4.7482
H 1.9998 -1.1248 1.3385
H 2.6992 2.5025 2.7069
H 0.7806 -2.6863 5.2726
H 0.3205 -0.8900 -0.5117
H 0.8415 3.6929 3.4755
H -2.4608 -1.6601 4.6433
H 0.8786 2.0086 -0.2469
H -1.0998 -2.7305 -4.9887
*
```

Computed properties:
lowest unoccupied orbital energy (spin up / spin down) = 0.084 / 0.084 hartree
<S²> = 6.045
HOMO energy (spin up / spin down) = -1.47 / -3.18 eV
ΔE to the lowest compared entry with this formula, charge and spin = 33.4 kcal/mol

Record 3
Computed, not measured: C22H37IrO2Si as an isolated structure, with wB97M-V/def2-TZVPD.

```
! wB97M-V def2-TZVPD RIJCOSX def2/J DEFGRID3
* xyz 0 5
Ir -0.2636 -0.6662 2.3083
Si 0.8084 1.2842 3.1343
O -0.0684 -0.4564 -3.4145
O 1.5824 1.1579 -1.9758
C 1.3230 0.9224 4.9290
C -0.4995 2.1963 -1.2025
C -2.8055 -1.1782 3.5018
C -0.1943 -2.8657 2.4553
C -3.3363 -1.5073 2.2423
C -1.9842 0.3776 1.9291
C -1.2038 -2.0231 -4.9706
C 0.8793 0.2362 -1.1361
C -0.5769 0.6743 -1.0220
C 1.7623 -1.6363 2.6805
C 0.7036 -2.2848 3.4193
C 1.3319 -1.9542 -4.7429
C 0.0241 0.1161 -5.5385
C 0.9180 2.4327 -1.7431
C -0.2145 2.8882 3.0983
C -2.8822 -0.5766 1.2856
C 0.0279 -1.1769 -4.6873
C -1.9471 -0.0218 3.3786
C 1.4782 -1.7603 1.2854
C -0.0498 0.7873 -4.1848
C 0.2515 -2.4942 1.1325
C 2.3872 1.7044 2.1576
H 3.2148 1.0270 2.3944
H -2.1115 -1.4130 -4.8664
H 0.6008 -2.3012 4.4954
H -1.1503 -2.4346 -5.9910
H 1.8953 -0.0065 5.0226
H -0.3313 3.2786 2.0777
H 0.8975 2.9712 -2.6843
H -1.2688 2.5275 -1.9064
H 1.4774 3.0172 -0.9969
H -0.8700 0.2705 -6.1400
H -3.0226 -1.6782 4.4475
H -1.1481 0.2047 -1.8264
H -1.0222 0.3821 -0.0732
H 1.3159 0.3120 -0.1108
H -0.2372 -2.7250 0.1868
H 0.9441 0.3126 -6.0888
H 1.2649 -2.7984 -4.0466
H -4.0340 -2.3233 2.0373
H 2.1702 -1.3185 -4.4301
H 0.8494 1.3763 -4.0211
H -1.7031 0.6771 4.1837
H 2.7031 2.7219 2.4261
H -1.2566 -2.8527 -4.2595
H 1.9565 1.7433 5.2957
H -1.0647 -3.4612 2.7020
H -3.2123 -0.4945 0.2536
H -0.6823 2.7083 -0.2418
H -1.2098 2.7950 3.5473
H -1.7782 1.3946 1.5880
H -0.9449 1.3862 -3.9857
H 1.5128 -2.3533 -5.7527
H 0.3359 3.6489 3.6739
H 0.4603 0.8455 5.5998
H 2.6272 -1.1449 3.1180
H 2.1123 -1.3837 0.4895
H 1.0069 -0.7837 -1.5074
H 2.2509 1.6963 1.0698
*
```

Computed properties:
lowest unoccupied orbital energy (spin up / spin down) = 0.020 / -0.062 hartree
<S²> = 6.023
HOMO energy (spin up / spin down) = -3.68 / -8.53 eV
ΔE to the lowest compared entry with this formula, charge and spin = 6.6 kcal/mol

Record 4
Computed, not measured: C22H37N8O5S4Y as an isolated structure, with wB97M-V/def2-TZVPD.

```
! wB97M-V def2-TZVPD RIJCOSX def2/J DEFGRID3
* xyz -2 1
Y 0.3850 0.2973 -1.0239
S 4.9705 -1.0200 1.5109
S -1.5099 2.3016 -1.4781
S 1.0003 -2.2630 -2.0793
S 1.0968 0.5480 -3.8094
O -0.2297 -0.9242 0.5499
O -1.8023 0.9635 -2.0226
O 1.1312 3.8611 1.6376
O 1.0043 1.9348 0.5125
O -0.1887 2.7736 -1.8937
N 3.2453 -2.6395 2.7601
N -0.6594 -4.2365 -4.7209
N 1.1890 0.2180 3.1910
N 0.1454 0.9914 3.8319
N 3.4719 -2.9625 0.5146
N -0.5264 -0.8654 -6.8181
N -1.6976 2.2200 0.0400
N 2.8952 0.5586 -0.9294
C 0.4026 -0.9250 -4.4022
C -2.6866 3.4103 -2.2103
C -1.0085 3.2376 0.8098
C -2.2988 4.6770 -2.6110
C 0.3599 -2.0940 -3.6939
C -3.2551 5.5721 -3.0670
C -4.9651 3.9334 -2.7336
C 0.5130 3.0087 0.9980
C -5.6279 6.2010 -3.6115
C -4.5971 5.2167 -3.1318
C -2.2015 -2.0422 -0.2723
C -0.1254 -0.9028 -5.7374
C -4.0213 3.0340 -2.2670
C 4.7079 -2.3998 4.7413
C -0.2133 -3.2675 -4.2803
C 3.4460 -1.9398 4.0286
C 3.8368 -2.2677 1.6040
C -1.3639 -1.6364 0.9469
C 3.3269 -5.3752 1.0490
C 2.6194 -4.1413 0.5047
C -2.2156 -0.7605 1.8737
C -0.9281 -2.9044 1.6955
H -4.3050 2.0385 -1.9541
H -3.1631 -1.2552 2.1133
H -1.2504 4.9408 -2.5781
H 5.5853 -2.1810 4.1363
H 3.6500 -5.2324 2.0811
H 4.8069 -1.8759 5.6939
H 3.4730 0.0969 -0.2118
H -5.2956 6.7133 -4.5158
H 2.6556 -6.2342 1.0137
H -1.7894 -3.4526 2.0860
H -2.4970 -1.1557 -0.8390
H 0.7083 -0.3372 2.4677
H -1.1308 4.2548 0.4145
H 2.3120 -4.2891 -0.5265
H -2.9496 6.5639 -3.3825
H -1.6880 -0.5528 2.8061
H 2.9245 1.5516 -0.7144
H 1.7573 0.8526 2.6313
H 3.4443 -0.8660 3.8522
H -0.3832 -3.5624 1.0094
H -6.5720 5.7032 -3.8325
H -2.4259 0.1898 1.3800
H 3.7389 -2.5661 -0.3672
H -3.1136 -2.5588 0.0438
H 1.6843 -3.9447 1.0480
H 2.3610 -3.1193 2.6568
H -6.0065 3.6360 -2.7893
H -1.4493 3.2519 1.8117
H 0.6189 1.6815 4.4023
H 4.2087 -5.6033 0.4482
H -0.2814 -2.6332 2.5353
H 3.3065 0.3935 -1.8406
H -1.6299 -2.6984 -0.9301
H -0.3513 1.5239 3.1216
H 4.6781 -3.4746 4.9399
H 2.5672 -2.1557 4.6381
H -5.8241 6.9655 -2.8556
*
```

Computed properties:
lowest unoccupied orbital energy = 0.143 hartree
HOMO energy = -1.76 eV
ΔE to the lowest compared entry with this formula, charge and spin = 40.3 kcal/mol

In order of appearance, maximum force = 4.77, 2.30, 3.18, 0.83 eV/A.
In order of appearance, molecular weight = 726.39, 417.47, 553.84, 710.76 g mol⁻¹.